[1]
C4H9NO | ωB97M-V with the def2-TZVPD basis set

Electronic energy in a.u.: -287.708948
ΔE to the lowest compared entry with this formula, charge and spin in kcal/mol: 77.5

ORCA input file:
```
! RIJCOSX wB97M-V def2-TZVPD def2/J DEFGRID3
* xyz 0 1
C 4.6429 0.4864 1.7487
C 4.9487 -0.7086 2.2341
O 5.7339 -0.8487 3.3391
H 4.4771 0.7498 0.7369
H 4.9100 1.3123 2.3767
H 4.8813 -1.7242 1.7973
H 6.2558 -0.0445 3.5026
C -6.0056 -0.5576 -2.6180
N -5.4507 0.5521 -2.7823
C -4.2593 0.9852 -2.1105
H -6.9957 -0.8337 -3.0441
H -5.6147 -1.3258 -1.9555
H -3.8505 0.3092 -1.3181
H -4.2769 2.0498 -1.8615
H -3.5077 1.0524 -2.8942
*
```

***

[2]
C2H11NO5 | ωB97M-V with the def2-TZVPD basis set

Electronic energy in a.u.: -513.762983
ΔE to the lowest compared entry with this formula, charge and spin in kcal/mol: 15.6

ORCA input file:
```
! RIJCOSX wB97M-V def2-TZVPD def2/J DEFGRID3
* xyz 0 1
O -1.0073 -0.1255 -1.5397
C -0.8712 1.0008 -1.0986
N 0.2765 1.5627 -0.6971
C 1.5695 1.0640 -1.1907
O 1.4324 0.6658 -2.5204
H -1.7001 1.6985 -1.0001
H 0.2230 2.5199 -0.4005
H 2.2774 1.8837 -1.2391
H 1.9742 0.3200 -0.5017
H 1.0431 -0.2150 -2.5670
O -0.2803 -1.9069 2.5109
H -1.1102 -1.5494 2.8331
H -0.4291 -2.2591 1.6131
O -0.9930 1.1431 2.1169
H -0.5316 0.4191 1.6857
H -0.9784 1.0589 3.0682
O -0.4724 -2.6812 -0.1039
H -0.8190 -1.8585 -0.4789
H 0.3963 -2.7409 -0.4902
*
```

***

[3]
C32H48BrInN9O2SSi2Te | ωB97M-V with the def2-TZVPD basis set

Electronic energy in a.u.: -5900.913010
ΔE to the lowest compared entry with this formula, charge and spin in kcal/mol: 55.9

ORCA input file:
```
! RIJCOSX wB97M-V def2-TZVPD def2/J DEFGRID3
* xyz -1 1
In -0.0550 0.1782 -0.2064
N -0.3565 4.1416 1.8402
C -0.7479 3.0251 1.1471
S -0.5939 1.4949 1.9640
N -1.2383 3.2601 -0.0455
N -1.5654 2.0967 -0.6856
C -2.1924 2.2021 -1.7787
C -2.5087 0.9697 -2.5343
C -3.0832 1.0071 -3.7941
C -3.3055 -0.1971 -4.4479
C -2.9337 -1.3789 -3.8306
C -2.3452 -1.3145 -2.5735
N -2.1612 -0.1636 -1.9399
H 0.3194 3.9715 2.5655
H -0.2009 4.9547 1.2649
H -2.4681 3.1806 -2.1696
H -3.3365 1.9583 -4.2483
H -3.7467 -0.2088 -5.4368
H -3.0701 -2.3343 -4.3188
H -1.9775 -2.1917 -2.0519
N 4.2100 1.3540 2.2682
C 4.1865 2.6118 1.7000
C 3.1265 2.5984 0.8457
N 2.4999 1.3781 0.8765
C 3.1672 0.6547 1.7322
C 2.8659 -0.7389 2.0553
N 1.6844 -1.2806 1.9675
C 1.8651 -2.6173 2.2223
C 3.1761 -2.8814 2.4770
N 3.8209 -1.6662 2.3628
H 4.8430 1.0377 2.9795
H 4.9120 3.3667 1.9480
H 2.7937 3.3725 0.1726
H 1.0355 -3.3048 2.1683
H 3.7056 -3.7955 2.6871
H 4.8143 -1.5243 2.3658
C 0.8276 -1.6480 -3.1492
C 1.1385 -2.1273 -1.7118
C 1.1253 -3.6651 -1.7361
C 2.5752 -1.6857 -1.3477
N 0.1191 -1.7731 -0.7218
H 1.6268 -1.8937 -3.8626
H 0.6789 -0.5664 -3.1607
H -0.1004 -2.1129 -3.4986
H 1.8894 -4.0603 -2.4210
H 0.1421 -4.0248 -2.0575
H 1.3191 -4.0457 -0.7282
H 3.3000 -1.9472 -2.1303
H 2.8796 -2.1761 -0.4154
H 2.6292 -0.6041 -1.2002
C -5.4824 0.0241 -0.3191
Si -5.3706 -0.8995 1.2871
C -5.9521 -2.6543 1.0223
C -6.5454 -0.0986 2.5101
C -3.6618 -0.8301 2.0181
Te -2.1669 -2.2511 1.3146
C -2.8365 -3.6886 2.7883
Si -2.1136 -3.5887 4.4940
C -0.2690 -3.7943 4.4464
C -2.8427 -4.9912 5.5017
C -2.4738 -2.0131 5.4233
H -6.5199 0.0862 -0.6616
H -4.8950 -0.4820 -1.0908
H -5.0861 1.0402 -0.2164
H -6.8516 -2.6743 0.3979
H -6.1930 -3.1400 1.9749
H -5.1745 -3.2431 0.5253
H -7.5740 -0.1009 2.1315
H -6.2589 0.9406 2.7078
H -6.5341 -0.6369 3.4654
H -3.7338 -0.9998 3.0896
H -3.2138 0.1605 1.8809
H -2.5650 -4.6667 2.3727
H -3.9304 -3.6429 2.7991
H 0.0248 -4.7439 3.9854
H 0.1420 -3.7648 5.4607
H 0.1890 -2.9850 3.8653
H -2.6371 -5.9640 5.0417
H -3.9298 -4.8882 5.5958
H -2.4165 -4.9972 6.5117
H -1.9653 -1.1545 4.9729
H -2.1068 -2.1237 6.4491
H -3.5449 -1.7896 5.4715
Br 4.1752 0.4456 -4.6360
C 2.4997 1.2897 -4.9393
C 2.1070 1.3822 -6.2709
C 0.8958 1.9670 -6.6039
C 0.0708 2.4537 -5.5993
C 0.4649 2.3334 -4.2775
C 1.6824 1.7556 -3.9130
C 1.9890 1.6664 -2.4208
O 3.1506 1.7636 -2.0469
O 0.9248 1.5690 -1.7081
H 2.7592 0.9907 -7.0396
H 0.5960 2.0299 -7.6432
H -0.8809 2.9112 -5.8462
H -0.1735 2.6786 -3.4729
*
```

***

[4]
C19H20N2O4S | ωB97M-V with the def2-TZVPD basis set

Electronic energy in a.u.: -1544.709519
ΔE to the lowest compared entry with this formula, charge and spin in kcal/mol: 17.3

ORCA input file:
```
! RIJCOSX wB97M-V def2-TZVPD def2/J DEFGRID3
* xyz 0 1
C -6.7576 -0.1208 1.3663
C -5.7455 -1.2402 1.1323
O -4.4046 -0.8570 1.3538
C -3.8878 0.0483 0.4084
C -2.3621 -0.0030 0.5105
O -1.7468 1.0727 -0.1918
C -1.6890 0.9676 -1.5199
O -2.2127 0.1131 -2.1745
C -0.9367 2.1601 -2.1213
N 0.1613 2.5567 -1.2724
C 0.3022 3.8206 -0.8136
N 1.2365 4.2196 -0.0266
C 2.1303 3.2815 0.3492
S 3.4300 3.6148 1.4317
C 3.9408 1.9674 1.3368
C 3.1765 1.1914 0.5190
C 3.4456 -0.2278 0.2761
C 3.4668 -0.7405 -1.0176
C 3.7391 -2.0762 -1.2316
C 3.9974 -2.9355 -0.1690
C 4.2738 -4.3861 -0.4211
C 3.9829 -2.4177 1.1190
C 3.7149 -1.0803 1.3419
C 2.1120 1.9504 -0.0592
C 1.0279 1.5047 -0.8973
O 0.7832 0.3804 -1.2842
H -7.7643 -0.5259 1.3143
H -6.6043 0.3182 2.3490
H -6.6593 0.6581 0.6139
H -5.9168 -2.0512 1.8442
H -5.8570 -1.6354 0.1113
H -4.2028 -0.2281 -0.6074
H -4.2253 1.0755 0.6171
H -1.9914 -0.9536 0.1178
H -2.0616 0.1108 1.5528
H -1.6303 2.9946 -2.2407
H -0.5658 1.8454 -3.1021
H -0.4293 4.5479 -1.1384
H 4.8094 1.6628 1.8866
H 3.2768 -0.0890 -1.8561
H 3.7507 -2.4627 -2.2406
H 3.3721 -4.8813 -0.7812
H 4.6013 -4.8855 0.4873
H 5.0428 -4.5024 -1.1831
H 4.1813 -3.0682 1.9593
H 3.6952 -0.6938 2.3508
*
```

***

[5]
C13H7BrF2N3O7Pd | ωB97M-V with the def2-TZVPD basis set

Electronic energy in a.u.: -4091.537465

ORCA input file:
```
! RIJCOSX wB97M-V def2-TZVPD def2/J DEFGRID3
* xyz 1 1
Pd -0.6703 -0.6610 -0.9559
O -3.9832 -0.5911 1.9671
C -2.9643 -0.5508 1.2807
O -2.6606 -0.8836 0.1027
C -1.8223 0.1171 2.1012
C -1.7148 0.0075 3.4806
C -0.5204 0.3707 4.0405
C 0.6214 0.7237 3.2773
C 0.4767 0.8091 1.9440
C -0.8150 0.7225 1.3120
O -1.0128 1.1212 0.1222
N 1.6847 0.8312 1.0855
O 1.5407 0.3443 -0.0291
O 2.7188 1.2369 1.5391
N -0.3671 0.2950 5.5151
O 0.6915 0.6805 5.9657
O -1.3092 -0.1300 6.1429
H -2.5075 -0.4024 4.0914
H 1.5828 0.8734 3.7489
Br 0.4549 3.5313 -4.5434
C 0.7683 1.7381 -4.1289
C 1.6877 0.9878 -4.8382
C 1.8816 -0.3366 -4.4843
C 1.1625 -0.8643 -3.4350
N 0.2629 -0.1351 -2.7617
C 0.0696 1.1519 -3.0967
H 2.2453 1.4355 -5.6498
H 2.5848 -0.9586 -5.0207
H 1.2960 -1.8910 -3.1295
H -0.6575 1.7148 -2.5307
F -1.0160 -2.9255 -1.6884
C -0.0801 -2.5502 -0.8184
F -0.4977 -2.7644 0.4155
H 0.8687 -3.0478 -1.0215
*
```

***

[6]
C5H9NO | ωB97M-V with the def2-TZVPD basis set

Electronic energy in a.u.: -325.793679
ΔE to the lowest compared entry with this formula, charge and spin in kcal/mol: 90.3

ORCA input file:
```
! RIJCOSX wB97M-V def2-TZVPD def2/J DEFGRID3
* xyz 0 1
C -0.0935 1.1725 1.2934
C -0.7545 0.4452 0.3710
C -1.3867 1.0392 -0.8522
O -1.4291 -0.7355 0.7664
H 0.1199 0.8201 2.2906
H 0.3506 2.1175 1.0373
H -0.8167 1.9010 -1.1880
H -2.4416 1.2560 -0.7004
H -1.3856 0.2722 -1.6270
H -1.4437 -0.7703 1.7320
C 1.0742 -0.7646 -1.8058
C 1.5108 -1.2267 -0.7636
N 2.0026 -1.5361 0.4377
H 1.1515 -0.5939 -2.8440
H 1.8448 -2.5045 0.6918
H 1.6971 -0.8921 1.1606
*
```

***

[7]
C7H4NO2S | ωB97M-V with the def2-TZVPD basis set

Electronic energy in a.u.: -872.522861
ΔE to the lowest compared entry with this formula, charge and spin in kcal/mol: 17.5

ORCA input file:
```
! RIJCOSX wB97M-V def2-TZVPD def2/J DEFGRID3
* xyz -1 1
O -0.7350 0.1179 3.8990
C -1.7285 -0.5105 3.7038
O -2.3827 -1.4955 3.8929
S -2.7881 0.6528 2.2802
C -2.0069 -0.5011 1.1252
C -0.5586 -0.5039 0.9052
C 0.8044 -0.3768 0.9143
C 1.3684 0.4026 -0.2052
N 0.5665 0.8939 -1.1703
C -0.7474 0.7267 -1.2240
C -1.3253 0.0335 -0.1182
H -2.5843 -1.3974 1.0414
H 1.4663 -1.0119 1.6077
H 2.4039 0.8965 -0.1349
H -1.3386 1.0202 -2.0280
*
```

***

[8]
H42O21 | ωB97M-V with the def2-TZVPD basis set

Electronic energy in a.u.: -1605.152400
ΔE to the lowest compared entry with this formula, charge and spin in kcal/mol: 170.5

ORCA input file:
```
! RIJCOSX wB97M-V def2-TZVPD def2/J DEFGRID3
* xyz 0 1
O 1.5309 1.7334 -2.1319
H 1.4292 2.3842 -2.8384
H 1.8751 1.0284 -2.6984
O 1.9039 5.3139 -0.0289
H 1.0246 4.9395 -0.0351
H 2.5037 4.8555 0.5354
O 4.0909 3.4784 0.8946
H 3.2022 3.3486 0.5557
H 4.0931 3.0465 1.7555
O 1.7000 -3.6551 0.4057
H 1.6697 -2.7838 0.0159
H 1.8711 -3.3917 1.3290
O -3.4591 1.5673 2.4059
H -4.0762 1.2150 3.0354
H -3.6909 1.4797 1.4899
O 3.1083 -1.6651 -2.6189
H 3.4752 -0.8760 -2.1706
H 2.4043 -1.8334 -1.9582
O -2.9590 1.8061 -3.3944
H -2.9484 1.8707 -4.3607
H -2.8561 0.8499 -3.3251
O 0.2950 0.4305 2.9273
H -0.5997 0.6240 3.2417
H 0.3915 0.8613 2.0644
O -2.2537 -1.1041 3.5382
H -2.7362 -0.3727 3.1351
H -1.4188 -1.2987 3.1069
O 3.9098 0.7709 -1.3209
H 4.7977 1.1706 -1.3353
H 3.4993 1.6402 -1.1868
O 0.7383 -1.3847 -1.3453
H 0.1026 -2.0299 -1.6976
H 0.3486 -1.2887 -0.4490
O -0.5781 0.2888 -0.0008
H -1.1270 0.6787 -0.6487
H -1.2010 0.4153 0.7397
O -3.6561 -0.8251 1.3118
H -3.7611 -1.6603 1.7786
H -3.6407 -1.0879 0.3729
O -2.1374 -3.1151 -2.8574
H -3.0518 -3.3328 -2.6478
H -1.8720 -3.9673 -3.2383
O 1.0487 -1.0158 -4.3441
H 1.5130 -1.7847 -4.6897
H 1.4989 -0.8862 -3.5017
O 1.1749 -2.3956 3.0462
H 1.9936 -2.1633 3.4952
H 0.9661 -1.6849 2.4286
O -2.7663 -2.3712 -0.5992
H -1.8973 -1.9923 -0.6376
H -2.9184 -3.3018 -0.7284
O 2.8574 0.9744 1.2359
H 2.4260 0.4500 1.9147
H 2.7994 0.4644 0.4201
O -2.4873 4.1879 1.3484
H -1.5407 4.0648 1.4399
H -2.8560 3.7231 2.0946
O 0.2941 -4.8988 2.7450
H -0.4239 -4.3112 2.4749
H 0.6538 -4.3293 3.4329
O -1.6451 2.4916 -1.0218
H -0.7022 2.2998 -0.9597
H -1.9300 2.3540 -1.9451
*
```